[1]
Computed, not measured: a cluster of 2 separate species, C16H37BNO5 in total, with wB97M-V/def2-TZVPD.

Properties
Charge: +1
HOMO-LUMO gap (eV): 7.91
Highest occupied orbital energy (eV): -11.08

Geometry as XYZ:
```
60
Properties=species:S:1:pos:R:3:forces:R:3:mulliken_charge:R:1
C 2.518671 -3.826464 -2.719387 0.3762 0.2957 0.6746 -1.1703
C 2.731552 -2.297616 -2.704295 -0.3202 -0.1855 -0.0228 -1.0255
C 1.472000 -1.416070 -2.796098 -0.1004 0.0142 0.1615 0.3284
C 0.491657 -1.895008 -3.864401 0.3322 -0.0298 -0.1727 -1.5724
C 0.849515 -1.117887 -1.408631 -0.0697 -0.1692 -0.5769 0.3183
C -0.453360 -0.294310 -1.478194 -0.0713 0.1873 0.4973 -1.2593
C -1.710352 -0.934552 -0.856635 0.1809 0.0557 -0.4173 -0.9234
C -1.821620 -2.458055 -0.953101 -0.3671 0.3531 -0.5200 -0.4655
B -2.733201 -2.978830 -2.182771 0.4683 -0.2500 -0.0461 0.8939
O -3.118035 -4.292323 -2.162199 -0.4247 -0.0112 0.8378 -0.4693
O -3.073030 -2.170515 -3.203866 -0.5281 0.2885 0.5135 -0.5076
C -4.499900 -2.154124 -3.470684 0.0761 -0.1534 -0.5640 -0.7673
N -0.480674 -3.169652 -0.978507 -0.0155 -0.6453 0.5167 0.0990
C 0.661052 -2.331201 -0.527497 0.0530 0.6397 0.4868 -1.4633
H 1.490478 -4.134459 -2.869197 -0.1638 -0.0863 -0.3172 0.2860
H 3.149446 -4.315355 -3.448482 -0.0861 -0.1016 -0.3285 0.3249
H 2.826835 -4.240780 -1.761755 0.0025 -0.1639 0.1254 0.3686
H 3.268155 -2.034790 -1.795494 0.1495 0.1454 0.0949 0.3591
H 3.385804 -2.014717 -3.520723 0.0943 -0.0196 -0.1924 0.5203
H 1.833186 -0.449007 -3.141386 -0.0527 0.2072 -0.0498 0.3784
H -0.286879 -1.177021 -4.089221 -0.1755 0.0841 0.0854 0.4486
H 0.019095 -2.855150 -3.661267 -0.1270 -0.1030 0.0261 0.2223
H 1.048489 -2.037391 -4.786897 0.0258 -0.0942 -0.1773 0.4853
H 1.582477 -0.510871 -0.885551 0.2080 0.0067 0.1361 0.6192
H -0.264412 0.620318 -0.926012 -0.1089 0.2342 0.0434 0.2872
H -0.694753 0.032597 -2.478990 0.1702 -0.1350 -0.3366 0.6307
H -1.855098 -0.592399 0.160596 0.1758 -0.1367 0.3015 0.4431
H -2.559187 -0.549331 -1.411140 -0.1924 0.1106 -0.0025 0.4322
H -2.323306 -2.806429 -0.052729 0.0607 -0.1387 0.2206 0.2884
H -3.224276 -4.614002 -1.247796 0.1718 -0.2085 -0.6790 0.3241
H -4.872244 -3.146227 -3.697654 0.0615 -0.2025 -0.0121 0.3272
H -4.665011 -1.522298 -4.331060 0.0399 0.1878 -0.0970 0.2511
H -5.045286 -1.761116 -2.616959 0.0469 0.1412 0.1055 0.3081
H -0.289424 -3.584048 -1.890916 0.0999 0.2444 -0.1039 0.2556
H -0.540313 -3.966338 -0.343634 0.0115 -0.0149 -0.0970 0.4556
H 1.547960 -2.938582 -0.422949 0.1502 -0.2925 -0.2771 0.5075
H 0.411951 -1.995609 0.477155 -0.1914 -0.0338 0.1401 0.5472
C 2.887497 5.931640 3.253150 0.0041 -0.0959 -0.0133 -0.7709
O 2.145732 4.765680 3.541930 -0.1545 0.0760 -0.0622 -0.2267
C 1.534222 4.833231 4.819603 0.1899 -0.1548 -0.1645 -0.6052
C 0.491665 3.748418 4.965850 -0.0867 0.0802 0.1275 -0.3666
O -0.752773 4.064516 4.353109 0.0388 -0.0948 -0.0594 -0.4496
C -0.814061 3.963518 2.941090 -0.1038 0.0919 0.0924 -0.5808
C -0.909402 2.539873 2.436990 0.1981 0.0302 -0.1274 -0.4677
O 0.373150 1.927757 2.403323 0.0023 -0.0249 0.1140 -0.2933
C 0.288009 0.535274 2.279744 0.1025 0.1372 0.0452 -0.6120
H 3.678582 6.089294 3.994388 -0.0076 0.0584 0.0017 0.3120
H 3.342153 5.800565 2.273476 0.0083 -0.0305 0.0070 0.2322
H 2.235940 6.812096 3.224334 0.0422 0.0323 0.0555 0.3180
H 1.061245 5.812210 4.961242 -0.0138 0.0005 0.0587 0.3553
H 2.307496 4.695879 5.587856 -0.0653 0.0790 0.0826 0.4442
H 0.264883 3.647597 6.028617 -0.0383 0.0151 -0.0110 0.3929
H 0.874950 2.788733 4.614421 0.0926 0.0435 -0.0956 0.1672
H 0.015888 4.491191 2.467326 0.0839 -0.1202 -0.0347 0.2582
H -1.738444 4.472591 2.660782 -0.0056 -0.0038 0.0140 0.3883
H -1.317717 2.545571 1.415119 -0.1111 -0.0164 0.0427 0.3656
H -1.582452 1.969751 3.088964 -0.0320 0.0158 -0.0012 0.3731
H -0.223256 0.092307 3.143384 -0.0658 -0.0659 -0.0752 0.4426
H 1.303228 0.140228 2.235672 0.0096 0.0272 -0.0071 0.3061
H -0.244493 0.261692 1.357959 -0.0483 -0.1001 0.0332 -0.0693
```
Positions in Å, forces in eV/Å.

---

[2]
Computed, not measured: a structure of composition C36H56CoN3OP2 at a distorted geometry, with wB97M-V/def2-TZVPD.

Properties
Energy above the lowest of the compared OMol25 structures with the same formula, charge and spin (kJ/mol): 0.0
Charge: +1
<S²>: 3.84
Spin multiplicity: 4
HOMO-LUMO gap (spin up / spin down) (eV): 6.45 / 6.31
Highest occupied orbital energy (spin up / spin down) (eV): -8.63 / -10.25

Geometry as XYZ:
```
99
Properties=species:S:1:pos:R:3:forces:R:3:mulliken_spin:R:1
C 2.332796 1.677192 1.312169 -0.3670 -0.1396 -0.2737 -0.0405
C 0.222700 2.750518 1.315229 0.9402 -0.3112 0.1702 0.0831
C 2.927134 2.763211 1.953713 -0.1492 0.0300 0.1471 0.1911
C 0.769567 3.797835 2.104729 -0.4444 -0.0303 -0.2978 0.2148
C 2.119843 3.815325 2.395939 0.1029 -0.1490 -0.0854 -0.0624
H 3.996709 2.731054 2.141627 -0.1928 0.1187 0.0582 0.0020
H 0.092271 4.594126 2.407037 0.2806 -0.0651 0.0236 0.0015
H 2.558520 4.635578 2.959244 -0.1300 -0.1249 -0.1058 0.0001
N 1.024512 1.665571 1.005282 0.4491 1.2277 0.4507 0.1217
P 2.034414 -1.047658 0.933159 0.8279 -0.4334 0.6432 -0.0181
P -1.621594 1.705859 -0.496519 -0.6832 0.3156 -0.6434 -0.0328
C 3.141818 0.442474 0.940764 0.1029 0.2504 -0.0114 -0.0012
H 3.559116 0.568850 -0.069716 -0.2463 0.0433 0.2926 0.0056
H 3.996541 0.327723 1.621404 -0.2216 0.1657 -0.2121 -0.0117
C -0.795431 -0.948966 -0.834369 -2.0019 -4.2514 -2.6155 -0.0530
O -1.451894 -1.700265 -1.438380 0.9646 1.7616 1.0605 -0.0271
C -1.087306 2.795345 0.786474 -0.0618 0.8955 0.5921 0.4489
H -1.713933 3.628295 1.111322 0.1662 -0.1744 0.0826 -0.0782
C -1.327223 2.746498 -2.098038 -0.3731 -0.0227 0.3604 0.0939
C -3.523633 1.525880 -0.246027 0.4032 0.4149 -0.1686 0.0885
C 2.915534 -2.343327 -0.180532 -0.0081 0.1391 0.4067 0.0207
C 2.155415 -1.547933 2.775334 0.4088 -0.2258 -0.4741 0.0234
C -1.353588 1.782538 -3.293128 -0.0153 0.0415 -0.0938 0.0174
H -2.297623 1.229069 -3.371413 0.2872 0.1484 -0.0125 0.0000
H -1.226601 2.362886 -4.220526 -0.0383 -0.1171 0.1645 0.0005
H -0.530297 1.060429 -3.228713 -0.3403 0.1177 -0.0026 0.0054
C -2.360895 3.866915 -2.277284 0.0675 0.1429 -0.2914 0.0134
H -3.379695 3.503297 -2.453911 0.3346 0.1269 0.0910 0.0025
H -2.357675 4.555068 -1.422043 -0.0429 -0.1575 -0.1785 -0.0037
H -2.075273 4.454135 -3.164614 -0.0607 -0.1109 0.1820 -0.0005
C 0.048951 3.408629 -1.999341 0.1077 -0.0299 -0.0157 0.0316
H 0.224681 4.009277 -2.903873 -0.0739 -0.1159 0.1734 0.0010
H 0.112116 4.076655 -1.135267 0.0192 -0.0254 -0.1444 -0.0113
H 0.846994 2.666474 -1.928366 -0.1103 0.2195 0.1389 -0.0092
C -4.162877 0.986817 -1.538474 -0.0800 -0.0607 0.0620 0.0146
H -3.664652 0.067108 -1.874294 -0.1198 0.1800 0.0439 -0.0022
H -5.213460 0.737499 -1.324314 0.2431 0.0391 -0.0504 -0.0006
H -4.165354 1.712148 -2.359925 0.0265 -0.2154 0.2353 0.0009
C -3.773071 0.505629 0.866426 -0.0562 -0.2249 0.0645 0.0150
H -3.406413 -0.492373 0.604635 -0.0248 0.1641 0.0018 0.0020
H -3.315601 0.810271 1.813006 -0.0238 0.0126 -0.1302 0.0057
H -4.857642 0.425137 1.035354 0.2284 0.0443 -0.0674 -0.0015
C -4.194921 2.832670 0.191099 -0.3082 0.0575 -0.1199 -0.0028
H -4.118495 3.640080 -0.541728 -0.0009 -0.2201 0.2191 0.0026
H -5.267090 2.625521 0.332296 0.2232 0.0991 0.0453 -0.0002
H -3.796674 3.187549 1.146533 -0.1158 -0.0498 -0.0842 -0.0002
C 1.287708 -2.796965 2.988837 0.0163 -0.0749 0.2369 0.0107
H 1.369417 -3.096832 4.044779 -0.0657 -0.0159 -0.2257 -0.0002
H 0.235780 -2.587848 2.778447 0.2396 -0.0963 0.0261 -0.0023
H 1.598006 -3.648801 2.372749 -0.1208 0.2384 0.2068 0.0007
C 1.610571 -0.411611 3.654719 -0.0808 0.0041 -0.0042 0.0006
H 2.235946 0.485631 3.599597 -0.0789 -0.1181 0.0519 0.0031
H 0.584082 -0.147708 3.401177 0.1952 0.0977 0.0238 -0.0077
H 1.618296 -0.758584 4.698580 0.0280 0.0839 -0.2082 0.0002
C 3.598515 -1.820404 3.248090 -0.1044 -0.2464 0.3481 0.0001
H 3.602203 -1.778540 4.347547 0.0682 -0.0023 -0.2096 0.0002
H 3.955279 -2.816759 2.971353 -0.0972 0.3394 0.0859 0.0008
H 4.316053 -1.070633 2.896314 -0.1071 -0.2046 0.0888 0.0008
C 3.928941 -1.664099 -1.107466 0.0846 -0.0311 -0.1865 0.0074
H 4.757323 -1.203885 -0.553616 -0.1567 -0.1223 -0.0930 -0.0011
H 4.365980 -2.427007 -1.770269 -0.1039 0.1262 0.1442 0.0002
H 3.460291 -0.908551 -1.742310 0.1775 -0.2047 0.2511 -0.0003
C 1.809055 -2.999065 -1.020746 0.0748 -0.0913 -0.0706 -0.0011
H 1.333766 -2.278188 -1.694300 0.0442 -0.1510 0.1794 0.0076
H 2.258116 -3.793278 -1.634224 -0.1152 0.1177 0.1030 0.0008
H 1.034306 -3.455302 -0.388433 0.1417 0.1199 -0.1576 -0.0006
C 3.671629 -3.440197 0.578243 0.2318 -0.2465 -0.2083 0.0023
H 4.550488 -3.045420 1.101479 -0.2738 -0.1255 -0.1288 0.0001
H 3.040498 -4.004382 1.273398 0.2776 0.1757 -0.1807 0.0005
H 4.046323 -4.160842 -0.165957 -0.0982 0.1484 0.1556 -0.0003
Co 0.144034 0.070955 0.219751 0.3660 0.5098 -0.3836 1.9218
N 1.454184 0.287383 -1.706637 0.6763 1.5151 -2.5756 0.0053
C 1.770154 0.645846 -2.774539 0.5609 -1.4024 1.3721 0.0105
C 2.440440 0.853073 -4.113440 -0.3084 0.2904 -0.1092 -0.0035
C 2.454190 2.341362 -4.455104 -0.1621 0.4718 0.0836 -0.0004
C 3.878760 0.338508 -4.048977 0.2996 -0.2609 0.3540 -0.0002
C 1.680929 0.076265 -5.187932 -0.3903 -0.3221 -0.0755 -0.0004
H 1.433705 2.734167 -4.559461 0.2771 -0.0675 0.0489 -0.0004
H 2.977620 2.913148 -3.677434 -0.1456 -0.0527 -0.1871 0.0000
H 2.978224 2.500441 -5.406329 -0.1157 -0.1324 0.2231 0.0000
H 3.897306 -0.746638 -3.892131 0.0662 0.2541 0.0273 -0.0003
H 4.395818 0.543167 -4.995057 -0.2729 0.0491 0.1601 0.0001
H 4.437884 0.833599 -3.245175 -0.0540 -0.1645 -0.1451 -0.0002
H 2.162603 0.220550 -6.163805 -0.0561 0.0429 0.2785 0.0000
H 1.689241 -0.998511 -4.963707 -0.0727 0.2268 -0.0711 -0.0002
H 0.640323 0.414865 -5.264702 0.2083 -0.1020 -0.0132 0.0002
N -0.923914 -0.567535 1.718340 -2.6843 -1.6927 3.2450 0.0984
C -1.622572 -1.140301 2.472900 2.0590 1.9917 -2.4453 -0.0815
C -2.526090 -1.824947 3.313344 -0.9815 -0.8114 0.9676 -0.0043
C -2.690034 -3.218440 3.165197 0.0081 0.2448 0.0005 -0.0077
C -3.609837 -3.900038 3.959408 0.0291 0.1533 -0.0081 0.0022
C -4.378622 -3.202649 4.898727 0.2018 0.0921 -0.1556 -0.0049
C -4.212465 -1.821913 5.059994 0.1132 -0.0312 -0.1386 0.0023
C -3.288633 -1.129313 4.277516 0.1702 -0.1484 -0.2018 -0.0086
H -2.095066 -3.742682 2.414223 -0.2092 0.1057 0.2581 0.0001
H -3.726786 -4.979534 3.838066 0.0064 0.3963 0.0543 0.0001
H -5.108991 -3.740061 5.506403 0.2445 0.1881 -0.1727 -0.0003
H -4.807683 -1.279961 5.797731 0.2063 -0.1890 -0.2478 0.0001
H -3.141921 -0.052270 4.393336 -0.1100 -0.3757 -0.0023 -0.0009
```
Positions in Å, forces in eV/Å.

---

no.,calculated total energy (Ha)
1,-1087.4241
2,-3710.1318